[1]
89
Properties=species:S:1:pos:R:3:mulliken_charge:R:1 method="wB97M-V/def2-TZVPD" e_above_lowest_kcal_mol=5.0 total_charge=+2 e_lumo_ev=-8.7590 total_energy_ha=-3464.75371
Pt 0.18 -1.04 0.36 4.0166
O 3.52 -2.98 1.28 -0.5654
S 2.71 -2.27 0.37 1.3026
O 3.04 -2.25 -1.02 -0.7033
O 2.19 -0.91 0.83 -0.7043
C 0.87 -3.04 0.43 -0.2419
C 0.82 -3.95 -0.67 0.1600
C 0.60 -5.29 -0.48 -1.0439
C 0.36 -5.77 0.81 -0.6148
C 0.30 -4.91 1.92 -0.6432
C 0.56 -3.58 1.73 0.2233
S 0.50 -2.44 3.10 1.5947
O -0.49 -2.88 4.01 -0.6772
O 1.83 -2.16 3.50 -0.5823
O -0.11 -1.22 2.30 -0.9538
H 1.07 -3.58 -1.66 0.5942
H 0.64 -5.98 -1.31 0.5579
H 0.21 -6.83 0.96 0.4834
H 0.06 -5.29 2.91 0.6159
O -0.13 1.00 0.42 -2.1181
P 0.80 2.05 -0.28 0.7967
C 2.09 2.82 0.76 0.0226
C 3.00 1.85 1.54 -1.7236
C 2.35 1.34 2.83 0.6368
C 1.88 2.47 3.73 -1.4431
C 0.95 3.41 2.96 -0.0455
C 1.64 3.94 1.71 -1.6652
C 1.78 1.03 -1.46 -0.4921
C 1.08 -0.17 -2.09 0.3124
C 0.34 0.05 -3.39 -1.0136
C 1.36 0.63 -4.40 -1.1287
C 2.01 1.91 -3.90 -0.5762
C 2.67 1.72 -2.54 -1.1614
C -0.16 3.44 -0.97 1.1022
C -1.16 4.01 0.11 -0.5575
C -2.60 4.04 -0.38 -1.6409
C -3.00 2.67 -0.92 -0.6680
C -2.10 2.27 -2.11 0.6160
C -0.92 3.21 -2.28 -1.4246
H 2.69 3.28 -0.04 0.8122
H 3.89 2.43 1.80 0.7290
H 3.35 1.03 0.93 0.2558
H 3.08 0.71 3.35 0.5693
H 1.50 0.69 2.59 -0.4095
H 2.74 3.04 4.10 0.3978
H 1.37 2.06 4.60 0.4841
H 0.65 4.25 3.59 0.4257
H 0.03 2.87 2.71 0.0372
H 2.56 4.45 2.01 0.6544
H 1.04 4.69 1.19 0.3078
H 2.49 0.61 -0.74 0.1403
H 0.23 -0.66 -1.37 -1.2013
H 1.80 -0.98 -2.19 1.4024
H -0.51 0.72 -3.28 0.2108
H -0.03 -0.90 -3.77 0.6834
H 0.86 0.79 -5.35 0.5075
H 2.14 -0.13 -4.57 0.4376
H 1.27 2.72 -3.85 0.1846
H 2.76 2.24 -4.61 0.5393
H 3.06 2.67 -2.16 0.4381
H 3.54 1.07 -2.67 0.5700
H 0.63 4.17 -1.17 1.1106
H -0.84 5.01 0.40 0.3625
H -1.13 3.40 1.01 -0.1325
H -2.75 4.81 -1.14 0.4380
H -3.24 4.31 0.46 0.5888
H -4.05 2.66 -1.22 0.5225
H -2.90 1.95 -0.10 0.2435
H -2.67 2.23 -3.04 0.6647
H -1.68 1.27 -1.96 -1.1899
H -1.26 4.19 -2.62 0.5481
H -0.26 2.85 -3.07 -0.0501
C -3.05 -0.82 -0.88 -0.7905
S -2.13 -1.16 0.59 1.4189
O -2.55 -0.28 1.65 -0.6320
C -2.55 -2.84 0.92 -0.3400
C -3.05 -3.11 2.19 -0.2309
C -3.48 -4.40 2.45 -0.9421
C -3.42 -5.37 1.46 -0.5646
C -2.92 -5.07 0.20 -0.8557
C -2.46 -3.80 -0.08 -0.2405
H -4.03 -1.27 -0.72 0.6256
H -2.57 -1.26 -1.75 0.3852
H -3.14 0.26 -0.96 -0.1305
H -3.10 -2.33 2.94 0.5364
H -3.88 -4.64 3.43 0.4814
H -3.79 -6.37 1.67 0.4725
H -2.89 -5.83 -0.57 0.4938
H -2.08 -3.56 -1.06 0.3838



[2]
85
Properties=species:S:1:pos:R:3:mulliken_charge:R:1 method="wB97M-V/def2-TZVPD" e_above_lowest_kcal_mol=48.0 multiplicity=3 total_charge=+4 e_lumo_ev="-13.5625 / -14.1892" total_energy_ha=-4770.47123
N -0.04 7.01 3.75 -0.4001
C 0.32 5.95 4.47 -0.3563
C 1.13 4.93 3.95 -0.4203
C 1.57 5.00 2.61 0.7582
C 1.27 6.21 1.92 -0.3682
C 0.47 7.18 2.53 -0.4084
C 2.28 3.93 1.94 -0.1117
W 1.23 -0.72 -0.94 1.3699
P -0.86 -3.82 -1.37 0.7601
C 2.39 3.92 0.57 -0.3392
C 2.81 2.80 -0.24 0.0842
C 2.92 2.97 -1.65 -0.3335
C 2.61 1.90 -2.47 -0.6053
C 2.14 0.78 -1.76 0.0055
C 2.84 0.38 -0.44 -0.8445
C 2.94 1.55 0.39 -0.9059
Br 2.30 -2.86 -1.32 -0.1502
H 2.71 3.10 2.53 0.6566
H 1.98 4.74 -0.03 0.2391
H 1.32 4.03 4.53 0.4318
H 1.57 6.38 0.89 0.4932
H -0.11 5.86 5.46 0.3919
H 0.19 8.08 1.98 0.3959
H 3.14 3.98 -2.00 0.5183
H 3.17 1.44 1.46 0.9719
H 2.69 1.91 -3.55 0.7571
H 3.69 -0.34 -0.50 0.7896
P -0.97 0.57 -1.39 1.0659
C 0.06 -5.19 -0.54 -0.6643
C 0.83 -6.20 -1.38 -1.5221
H -0.66 -5.70 0.12 0.6338
H 0.77 -4.67 0.12 0.4544
H 1.53 -6.72 -0.71 0.4286
H 0.16 -6.97 -1.80 0.3558
H 1.42 -5.76 -2.19 0.3635
C -0.73 -3.88 -3.22 -0.2962
C -1.18 -5.16 -3.92 -1.2884
H 0.31 -3.63 -3.50 0.4393
H -1.35 -3.04 -3.57 0.2896
H -1.03 -5.03 -5.00 0.4150
H -0.61 -6.04 -3.59 0.2896
H -2.24 -5.36 -3.78 0.3473
C -2.61 -4.10 -1.03 -0.6828
C -3.03 -5.56 -0.96 -1.2690
H -3.20 -3.56 -1.79 0.5241
H -2.81 -3.60 -0.07 0.4451
H -4.10 -5.62 -0.75 0.4113
H -2.84 -6.07 -1.91 0.2819
H -2.50 -6.09 -0.17 0.3342
C -2.64 0.31 -0.59 -0.6139
C -3.64 -0.62 -1.27 -1.0446
H -3.08 1.32 -0.50 0.7004
H -2.44 -0.03 0.44 -0.3257
H -4.65 -0.35 -0.93 0.4588
H -3.62 -0.55 -2.36 0.2778
H -3.48 -1.67 -0.98 0.0548
C -1.37 0.84 -3.18 -0.5300
C -0.54 1.90 -3.90 -1.2276
H -2.45 1.07 -3.24 0.5982
H -1.22 -0.14 -3.65 0.2079
H -1.05 2.17 -4.84 0.4482
H -0.44 2.83 -3.33 0.2575
H 0.46 1.54 -4.16 0.2940
C -0.58 2.27 -0.74 -0.5738
C -0.70 2.43 0.79 -0.9929
H -1.27 2.96 -1.25 0.7344
H 0.45 2.51 -1.08 -0.0496
H -0.59 3.49 1.04 0.3943
H -1.68 2.09 1.16 0.4317
H 0.09 1.87 1.32 -0.0635
N 1.72 0.45 5.59 -0.4354
C 2.03 0.46 4.25 0.2600
O 2.98 1.13 3.83 -0.6182
C 1.10 -0.24 3.31 0.4248
C -0.28 -0.16 3.50 -0.5098
C -1.11 -0.75 2.55 -0.6501
C -0.54 -1.30 1.40 -0.4821
N 0.73 -0.90 1.04 -0.2623
C 1.58 -0.75 2.10 -0.5031
H 2.47 0.79 6.19 0.3112
H 1.10 -0.23 5.98 0.2251
H -0.67 0.34 4.38 0.5784
H -2.19 -0.81 2.71 0.5847
H -0.98 -2.10 0.80 0.1475
H 2.62 -1.02 1.92 0.7569



[3]
82
Properties=species:S:1:pos:R:3:mulliken_charge:R:1 method="wB97M-V/def2-TZVPD" e_above_lowest_kcal_mol=2.2 multiplicity=5 total_charge=-1 e_lumo_ev="2.5110 / 2.6975" total_energy_ha=-3676.43424
P 1.97 -1.16 -1.72 0.0909
C 3.57 -0.38 -1.21 0.4061
C 4.82 -1.19 -1.59 -0.4734
C 6.04 -0.56 -0.92 -0.9361
C 6.17 0.95 -1.22 -0.7314
C 4.88 1.74 -0.97 -0.8602
C 3.66 1.09 -1.64 -0.4472
C 1.56 -0.86 -3.48 0.0291
C 2.66 -1.33 -4.42 -0.7654
C 2.12 -1.24 -5.85 -0.8423
C 1.60 0.16 -6.21 -0.7628
C 0.62 0.74 -5.17 -0.7196
C 1.15 0.61 -3.74 0.0087
C 2.08 -2.97 -1.41 0.3631
C 2.31 -3.23 0.08 -0.3676
C 2.30 -4.72 0.42 -1.0080
C 1.06 -5.47 -0.09 -0.6884
C 0.75 -5.17 -1.56 -0.9782
C 0.77 -3.66 -1.86 -0.6192
H 3.45 -0.40 -0.11 0.4706
H 4.93 -1.20 -2.69 0.1404
H 4.71 -2.23 -1.28 0.3029
H 6.94 -1.07 -1.27 0.4027
H 5.97 -0.70 0.16 0.3623
H 6.98 1.37 -0.61 0.3805
H 6.47 1.08 -2.27 0.3085
H 4.69 1.81 0.11 0.3856
H 4.99 2.76 -1.36 0.3850
H 2.74 1.63 -1.36 -0.3877
H 3.77 1.16 -2.73 0.2759
H 0.66 -1.48 -3.65 0.4942
H 1.30 -1.97 -5.96 0.3454
H 2.95 -2.36 -4.17 0.2804
H 3.56 -0.70 -4.29 0.1893
H 2.92 -1.52 -6.55 0.4026
H 1.10 0.13 -7.18 0.3956
H 2.45 0.85 -6.31 0.3040
H 0.44 1.80 -5.38 0.4010
H -0.34 0.21 -5.23 0.3973
H 0.40 0.95 -3.01 -0.7731
H 2.03 1.27 -3.61 0.2695
H 2.96 -3.28 -2.02 0.6311
H 3.26 -2.79 0.42 0.3790
H 1.52 -2.70 0.64 -0.0560
H 3.19 -5.17 -0.05 0.3553
H 2.40 -4.84 1.50 0.3855
H 0.19 -5.22 0.52 0.3460
H 1.23 -6.55 0.04 0.3709
H -0.25 -5.54 -1.81 0.3918
H 1.47 -5.70 -2.20 0.3763
H 0.60 -3.50 -2.93 0.2535
H -0.05 -3.16 -1.31 0.0009
Mn -0.57 0.46 0.53 -0.2882
Cl -1.82 -1.09 -0.55 -0.6406
Cl 1.21 -0.45 1.64 -0.6562
C 0.34 1.98 -0.15 -0.9644
H 1.36 2.19 0.24 0.6113
C -0.26 3.01 -0.93 1.8223
C -1.37 2.66 -1.78 -0.4460
C -1.98 3.64 -2.56 -0.5560
C -1.53 4.97 -2.51 -0.4907
C -0.46 5.33 -1.67 -0.3707
C 0.19 4.37 -0.91 -0.7765
H -1.71 1.62 -1.81 0.2408
H -2.82 3.38 -3.20 0.3497
H -0.13 6.37 -1.62 0.3407
H 1.03 4.63 -0.27 0.3779
H -2.03 5.74 -3.11 0.3334
N -2.12 1.00 1.95 -0.5440
C -2.62 -0.18 2.64 1.0332
C -3.94 -0.55 2.40 -0.3617
C -4.45 -1.69 3.04 -0.5861
C -3.63 -2.44 3.90 -0.4111
C -2.29 -2.07 4.06 -0.6969
C -1.77 -0.92 3.43 -0.3619
H -2.85 1.52 1.48 0.2968
H -1.64 1.69 2.54 0.2431
H -4.55 0.02 1.70 0.2715
H -5.49 -1.98 2.90 0.3500
H -4.06 -3.28 4.46 0.3483
H -1.65 -2.68 4.69 0.3426
H -0.72 -0.65 3.53 0.3241



[4]
94
Properties=species:S:1:pos:R:3:mulliken_charge:R:1 method="wB97M-V/def2-TZVPD" total_charge=-1 e_lumo_ev=2.0454 total_energy_ha=-2264.40716
C -5.36 1.52 -0.08 -0.7798
C -4.69 0.47 0.93 -0.0276
F -5.14 -0.90 0.74 -0.3832
C -3.07 0.58 0.98 1.1697
C -2.86 1.98 1.73 -1.2907
O -1.47 2.37 1.92 0.0537
N -1.42 3.01 3.14 0.0313
O -1.16 4.16 2.95 -0.3132
O -2.58 -0.42 1.92 -0.4219
B -1.36 -1.16 1.49 0.4950
N 0.00 -0.60 2.00 -0.7533
C -1.22 -2.75 1.89 -0.3864
C -0.42 -2.78 3.30 0.6651
O -0.94 -2.45 4.39 -0.5972
O 0.98 -3.15 3.35 -0.5180
O -1.29 -0.77 0.05 -0.3930
C -2.24 0.25 -0.37 0.8801
C -3.05 -0.58 -1.52 -0.8399
O -1.72 1.37 -1.14 -0.4031
C -0.35 1.12 -1.54 0.3573
O -0.02 0.43 -2.52 -0.5673
C 0.74 1.88 -0.63 0.8155
C 0.45 3.41 -0.39 -0.3185
C 1.43 4.18 0.51 -0.6786
C 2.64 3.45 1.14 -0.3931
C 2.95 1.94 0.87 -0.6795
C 1.98 1.15 -0.03 -0.1500
H -5.88 2.33 0.56 0.2986
H -6.09 1.07 -0.84 0.0365
H -4.51 2.08 -0.62 0.1185
H -5.03 0.76 2.00 0.4412
H -3.30 1.85 2.79 0.5111
H -3.40 2.87 1.27 0.1789
H 0.04 0.37 1.66 -0.2789
H 0.73 -1.09 1.43 0.2661
H -0.54 -3.31 1.14 0.1441
H -2.20 -3.29 2.09 0.1941
H 1.53 -2.31 3.29 0.2582
H -4.04 -0.07 -1.82 -0.2609
H -2.43 -0.65 -2.49 0.1418
H -3.25 -1.66 -1.13 0.2357
H -0.47 3.88 -0.88 0.2748
H 1.21 5.28 0.71 0.3414
H 3.36 4.00 1.84 0.6162
H 3.86 1.41 1.31 0.3984
H 2.08 0.03 -0.28 0.3682
C 3.29 -3.89 5.91 -0.9965
C 4.78 -3.58 5.89 -0.4055
C 5.08 -2.13 5.50 -0.3843
C 4.57 -1.86 4.10 0.2831
N 4.17 -1.64 3.00 -0.4717
H 2.85 -3.77 4.91 0.2217
H 3.11 -4.92 6.22 0.3373
H 2.75 -3.23 6.60 0.3083
H 5.28 -4.27 5.20 0.2840
H 5.19 -3.78 6.89 0.2997
H 6.16 -1.96 5.52 0.2976
H 4.61 -1.44 6.20 0.2811
C -8.75 -2.00 -3.59 -1.1881
C -7.80 -2.38 -2.47 -0.6847
C -6.94 -1.21 -1.99 0.0291
C -6.10 -0.70 -3.12 0.3822
N -5.43 -0.30 -4.01 -0.5786
H -8.21 -1.67 -4.49 0.3481
H -9.36 -2.86 -3.88 0.3616
H -9.42 -1.19 -3.28 0.2819
H -7.15 -3.20 -2.81 0.3304
H -8.38 -2.77 -1.62 0.3870
H -6.28 -1.53 -1.17 0.0762
H -7.57 -0.40 -1.62 0.4191
C 0.07 -2.08 -4.62 -0.7096
C 1.55 -1.88 -4.91 -0.3678
C 1.95 -2.33 -6.32 -0.4523
C 1.66 -3.80 -6.49 0.2617
N 1.43 -4.95 -6.62 -0.4671
H -0.21 -3.13 -4.66 0.4323
H -0.17 -1.72 -3.61 -0.1386
H -0.55 -1.53 -5.33 0.3119
H 2.14 -2.43 -4.17 0.3103
H 1.80 -0.82 -4.79 0.2331
H 3.01 -2.16 -6.48 0.3167
H 1.39 -1.77 -7.07 0.2849
C 6.47 4.04 -1.56 -1.0703
C 7.45 4.92 -0.80 -0.4123
C 7.56 4.54 0.69 -0.4378
C 6.22 4.70 1.35 0.2866
N 5.16 4.83 1.86 -0.5285
H 5.45 4.14 -1.18 0.2969
H 6.45 4.32 -2.62 0.3199
H 6.75 2.98 -1.49 0.2980
H 7.15 5.96 -0.90 0.2869
H 8.44 4.83 -1.26 0.3044
H 8.28 5.19 1.19 0.2902
H 7.89 3.51 0.80 0.2740



[5]
84
Properties=species:S:1:pos:R:3:mulliken_charge:R:1 method="wB97M-V/def2-TZVPD" multiplicity=3 total_charge=+1 e_lumo_ev="-3.0395 / -3.0395" total_energy_ha=-5560.09105
V 2.55 -0.49 -1.05 -0.9292
C 1.46 1.44 -1.88 0.9417
C 0.86 0.54 -2.95 0.3721
C -0.86 1.50 -1.68 0.1828
C 0.33 2.02 -1.20 0.3790
C -0.55 0.64 -2.78 1.1007
C 2.74 2.20 -2.02 -2.0035
H 3.40 1.89 -2.86 0.4113
H 3.37 2.16 -1.09 0.2952
H 2.50 3.27 -2.21 0.3807
C 0.41 3.12 -0.20 -1.4499
H 1.43 3.43 -0.09 0.5059
H 0.03 2.75 0.75 0.0340
H -0.19 4.01 -0.44 0.4084
C -2.21 1.88 -1.14 -0.7523
H -2.35 2.96 -0.97 0.3923
H -2.34 1.40 -0.16 -0.4162
H -3.04 1.54 -1.77 0.3772
C -1.56 0.46 -3.85 -2.1909
H -1.73 1.46 -4.30 0.4893
H -2.53 0.09 -3.49 0.2678
H -1.20 -0.20 -4.63 0.4543
C 1.44 0.56 -4.32 -1.4743
H 0.74 1.04 -5.00 0.5191
H 1.65 -0.43 -4.75 0.3568
H 2.35 1.15 -4.40 0.2766
C 3.27 -2.22 0.62 -0.4491
C 4.13 -1.47 -0.19 0.1759
C 4.52 -1.85 -1.61 -0.8712
C 3.37 -2.46 -2.50 -1.1242
C 2.01 -1.93 -2.28 -0.8428
C 1.22 -2.23 -1.07 3.4961
C 1.56 -3.60 -0.45 -1.1818
C 2.83 -3.63 0.38 -1.2744
H 5.43 -2.49 -1.65 0.4107
H 3.36 -3.55 -2.40 0.3854
H 4.88 -0.90 -2.06 0.3398
H 3.55 -4.32 -0.04 0.3100
H 3.22 -1.94 1.67 0.6550
H 4.96 -1.07 0.41 0.4997
H 2.61 -4.11 1.34 0.3638
H 0.77 -4.07 0.16 0.2692
H 0.13 -2.27 -1.25 -1.8768
H 1.61 -4.23 -1.37 0.6770
H 3.62 -2.17 -3.56 0.4217
H 1.59 -1.52 -3.22 0.5637
P 0.20 0.02 2.31 1.1790
P -2.24 -1.24 -0.61 1.4536
C -0.42 -1.61 1.85 -0.1977
C -1.65 -2.03 0.91 -1.9603
H -0.68 -2.06 2.82 0.6673
H 0.45 -2.15 1.46 -0.3652
H -1.48 -3.10 0.62 0.4495
H -2.56 -2.00 1.53 0.9691
C -3.99 -0.79 -0.55 -1.4029
H -4.13 0.19 -0.99 0.2559
H -4.32 -0.74 0.46 0.4585
H -4.62 -1.49 -1.11 0.4978
C -2.44 -2.59 -1.85 -1.6142
H -2.67 -3.54 -1.37 0.3584
H -1.57 -2.69 -2.52 0.2986
H -3.27 -2.31 -2.48 0.6268
C 1.08 0.18 3.89 -1.4581
H 1.32 1.25 4.02 0.4823
H 2.04 -0.36 3.77 0.4779
H 0.46 -0.23 4.72 0.4051
C 1.65 0.60 1.26 0.2359
H 1.64 1.61 0.83 0.1857
H 2.02 -0.37 0.73 -0.9657
H 2.48 0.63 2.01 0.6423
Br -4.85 2.48 1.57 -0.0776
C -4.03 2.60 3.28 0.0421
C -4.60 3.23 4.38 -0.6390
C -3.75 3.66 5.43 -0.3859
C -2.37 3.46 5.40 -0.8774
C -1.80 2.73 4.33 -0.2824
C -2.65 2.20 3.36 0.5686
C -2.29 1.00 2.55 0.2607
O -0.97 1.11 1.98 -0.3029
O -2.99 0.01 2.43 -0.4866
H -5.68 3.39 4.41 0.4391
H -4.19 4.20 6.30 0.3371
H -1.74 3.85 6.21 0.3929
H -0.73 2.58 4.25 0.4548